# C4H12N4

A gas-phase ion, C4H12N4 (charge +2) (wB97M-V/def2-TZVPD, OMol25).

Its highest occupied orbital energy is -18.731 eV. As for the net charge: +2. The energy above the lowest of the compared OMol25 structures with the same formula, charge and spin comes out at 58.0 kcal per mole. The HOMO-LUMO gap comes out at 10.20 eV. The energy is -10283.3823 eV.

Each line ends with the natural charge from an NBO analysis.
CARTESIAN COORDINATES (ANGSTROEM)
C 1.15259 -0.88151 1.07249  -0.50
N 0.74260 0.13271 0.08431  -0.22
C 1.63561 0.89918 -0.57782  0.41
N 2.86458 1.12712 -0.22679  -0.69
N -0.57573 0.14167 -0.38295  -0.25
C -1.05105 -1.05008 -1.12047  -0.42
C -1.68419 1.03858 0.43187  0.44
N -2.90530 0.92040 0.04933  -0.62
H 0.39683 -0.94833 1.97288  0.28
H 1.60128 -1.82777 0.65781  0.27
H 2.00037 -0.45690 1.69633  0.24
H 1.20346 1.61522 -1.29590  0.26
H 3.60857 1.60617 -0.79478  0.48
H 3.28399 0.79290 0.68966  0.45
H -0.81620 -0.85392 -2.16662  0.25
H -0.60497 -1.90299 -0.67538  0.25
H -2.13377 -1.11448 -1.09240  0.21
H -1.42087 1.58255 1.31423  0.26
H -3.65260 1.44402 0.42453  0.48
H -2.89344 0.31648 -0.77060  0.44

Cartesian forces (eV/Å) of the 3 atoms listed first:
C 0.9 0.4 3.0
N 0.1 -0.2 -0.1
C -1.2 1.5 0.5

# C17H12ClN5OS

A single C17H12ClN5OS molecule (wB97M-V/def2-TZVPD, OMol25).

Its highest occupied orbital energy is -8.496 eV. The energy above the lowest of the compared OMol25 structures with the same formula, charge and spin comes out at 0.0 kcal per mole. The HOMO-LUMO gap comes out at 7.72 eV. The energy is -50680.1417 eV.

Each line ends with the natural charge from an NBO analysis.
CARTESIAN COORDINATES (ANGSTROEM)
N 2.75680 -6.03621 -3.87494  -0.28
C 2.25987 -5.38406 -3.07480  0.27
C 1.64225 -4.57671 -2.08965  -0.16
C 1.70988 -3.18630 -2.19095  -0.14
C 1.09905 -2.39660 -1.23752  -0.22
C 0.41923 -2.98611 -0.17240  -0.06
C -0.23365 -2.19345 0.90187  0.65
O -0.35317 -2.59483 2.04167  -0.60
N -0.70845 -0.97027 0.50746  -0.60
C -1.28866 -0.06106 1.35619  0.50
N -1.72729 1.12029 0.97639  -0.54
C -2.16193 1.66887 2.13888  0.14
S -2.80786 3.27017 2.23462  0.28
C -2.40912 3.84934 0.53762  -0.53
C -0.96028 3.68433 0.21056  -0.04
C -0.57494 3.02284 -0.94867  -0.18
C 0.76209 2.83146 -1.24280  -0.24
C 1.72507 3.30351 -0.36570  -0.05
Cl 3.39975 3.04291 -0.71731  0.00
C 1.36169 3.97507 0.79017  -0.24
C 0.02098 4.16299 1.07020  -0.15
N -2.02379 0.88557 3.18778  -0.30
N -1.46394 -0.22872 2.67854  -0.36
C 0.37817 -4.37566 -0.06322  -0.17
C 0.97661 -5.17196 -1.01705  -0.16
H 2.24448 -2.73684 -3.01444  0.23
H 1.18740 -1.32225 -1.31048  0.22
H -0.65081 -0.66881 -0.45407  0.43
H -3.03667 3.29471 -0.15765  0.23
H -2.70400 4.89949 0.54483  0.24
H -1.32876 2.64506 -1.62257  0.22
H 1.05964 2.31754 -2.14396  0.22
H 2.11951 4.34065 1.46510  0.23
H -0.26976 4.67197 1.97740  0.22
H -1.22642 -1.03641 3.23748  0.45
H -0.13263 -4.81246 0.78128  0.24
H 0.93965 -6.24806 -0.93988  0.24

Cartesian forces (eV/Å) of the 3 atoms listed first:
N 0.2 -0.2 -0.3
C 0.2 -0.3 -0.3
C -0.4 0.6 0.6

# C19H40CuF3N6O10

A molecular structure, C19H40CuF3N6O10 (wB97M-V/def2-TZVPD, OMol25).

Its highest occupied orbital energy (spin up / spin down) is -11.147 / -11.146 eV. As for the net charge: +1. Its spin multiplicity is 2. The HOMO-LUMO gap (spin up / spin down) comes out at 8.18 / 4.89 eV. The energy is -102552.2750 eV.

Each line ends with the Löwdin spin population.
CARTESIAN COORDINATES (ANGSTROEM)
Cu 0.75946 1.73580 1.98569  0.87
N 0.28621 -1.30329 0.47336  0.00
O 0.49334 -0.10043 0.79539  0.02
O -0.47699 -1.99638 1.16144  0.00
O 0.84047 -1.72894 -0.53540  0.00
C -0.15969 -1.45689 -4.04578  0.00
C 1.31565 -1.18543 -4.13155  0.00
O 1.78654 -0.47917 -5.01865  0.00
N 2.09155 -1.74964 -3.18010  0.00
C 3.50756 -1.51241 -3.08100  0.00
H -0.36994 -2.48364 -4.33811  0.00
H -0.67256 -0.75305 -4.69414  0.00
H -0.52124 -1.26831 -3.03084  0.00
H 1.63419 -2.08970 -2.34931  0.00
H 4.03144 -2.26652 -2.49155  0.00
H 3.67086 -0.57797 -2.52340  0.00
H 4.00611 -1.43716 -4.04150  0.00
C 4.47278 2.46055 -0.39361  0.00
C 3.76364 1.40218 0.40802  0.00
O 2.76002 1.59646 1.08879  0.01
N 4.30686 0.17769 0.31499  0.00
C 3.87461 -0.97876 1.05919  0.00
H 4.07582 3.45705 -0.22558  0.00
H 4.35297 2.22634 -1.45400  0.00
H 5.53461 2.44665 -0.15428  0.00
H 5.01895 0.03734 -0.38187  0.00
H 3.33642 -0.70816 1.96229  0.00
H 4.73128 -1.60680 1.30643  0.00
H 3.22294 -1.64763 0.48787  0.00
C -2.80028 4.09507 0.80270  0.00
C -2.45642 2.77262 1.43027  0.00
O -1.33266 2.60426 1.91514  0.02
N -3.35735 1.79290 1.37012  0.00
C -3.13323 0.45304 1.90334  0.00
H -2.07363 4.84759 1.08394  0.00
H -3.78686 4.39970 1.17301  0.00
H -2.92017 4.07526 -0.28042  0.00
H -4.27228 2.03833 1.03209  0.00
H -2.12573 0.12183 1.67132  0.00
H -3.87339 -0.20337 1.44717  0.00
H -3.37473 0.42998 2.96860  0.00
C 1.16322 4.80985 -0.85227  0.00
C 0.94632 3.32171 -0.91243  0.00
O 0.48414 2.70432 0.04741  0.03
N 1.24425 2.71587 -2.06426  0.01
C 1.21070 1.26234 -2.19641  0.00
H 0.35160 5.28765 -0.29983  0.00
H 1.12803 5.27132 -1.83932  0.00
H 2.06066 5.08459 -0.29930  0.00
H 1.58340 3.22825 -2.85846  0.00
H 2.12592 0.82189 -1.79657  0.00
H 1.19207 0.98781 -3.25196  0.00
H 0.34161 0.81141 -1.72646  0.00
C -0.92199 -1.29647 4.60589  0.00
C -0.72781 0.18949 4.53183  0.00
O -0.20609 0.71068 3.53335  0.02
N -1.07205 0.90247 5.59460  0.00
C -0.83905 2.32722 5.71326  0.00
H -0.56266 -1.77030 3.69389  0.00
H -1.96314 -1.53788 4.81520  0.00
H -0.29301 -1.73963 5.38228  0.00
H -1.49000 0.47318 6.40168  0.00
H -1.46762 2.75658 6.48358  0.00
H -0.94121 2.84152 4.75559  0.00
H 0.20962 2.56928 5.92960  0.00
C -3.12410 -4.11202 0.37359  0.00
C -2.02666 -4.03309 -0.66800  0.00
O -2.37588 -4.59825 -1.92153  0.00
C -2.93093 -3.87520 -2.85033  0.00
O -3.15074 -2.70082 -2.79016  0.00
C -3.18180 -4.63724 -4.17116  0.00
F -3.09006 -5.94616 -4.04359  0.00
F -4.38976 -4.33550 -4.62413  0.00
F -2.28677 -4.23141 -5.06281  0.00
H -3.66683 -5.05712 0.33182  0.00
H -3.85396 -3.30345 0.26900  0.00
H -2.76808 -3.97205 1.39447  0.00
H -1.15421 -4.57053 -0.30251  0.00
H -1.72424 -2.99730 -0.81565  0.00

Cartesian forces (eV/Å) of the 3 atoms listed first:
Cu -1.9 -1.0 -1.9
N -0.6 -0.2 0.7
O 0.3 0.9 0.1

Question: The highest energy belongs to which entry?
Answer: C4H12N4

Question: The highest energy belongs to which entry?
Answer: C4H12N4